Entry from the OMol25 dataset: a molecular structure, C3H8N2O (ωB97M-V/def2-TZVPD).

Each line ends with the Mulliken charge.
CARTESIAN COORDINATES (ANGSTROEM)
1 C 2.002 1.805 -0.095  -0.887
2 C 1.359 0.246 0.619  -0.317
3 C -0.839 -0.691 -0.172  0.571
4 H 3.092 1.747 -0.083  0.345
5 H 1.728 2.004 -1.357  0.241
6 H 1.718 2.945 0.578  0.231
7 H 1.841 0.069 1.827  0.192
8 H 1.537 -0.898 -0.120  0.267
9 H -0.504 1.299 0.260  0.302
10 H -2.853 -0.955 -1.211  0.341
11 H -2.568 0.445 0.290  0.238
12 N -0.072 0.245 0.779  -0.420
13 N -2.182 -0.392 -0.232  -0.498
14 O -0.418 -1.723 -0.766  -0.606

Force components x, y, z for each atom (eV/Å):
C -1.81 0.72 -0.48
C 2.41 -1.13 0.10
C 0.59 -2.22 -0.42
H -0.15 -0.10 0.16
H 0.36 -0.84 4.02
H 0.50 -3.97 -2.01
H -1.05 0.70 -3.95
H 0.13 3.80 2.17
H 1.80 -3.80 2.46
H 3.11 2.59 4.55
H 0.56 -1.63 -1.25
N -3.76 2.99 -4.54
N -2.45 -0.63 -2.78
O -0.23 3.51 1.98

Results
**E**: -303.65314 Eh
**HOMO-LUMO gap**: 10.12 eV
**Energy relative to the best compared isomer or geometry (same formula, charge and spin)**: 627.5 kJ/mol